Entry 1:
Molecular formula: C59H39CsN7O3S
Method: DFT, the ωB97M-V functional and the def2-TZVPD basis

The largest force on an atom is 0.0499 hartree/bohr. The frontier orbital gap (alpha / beta) comes out at 5.00 / 5.00 eV. The energy relative to the best compared isomer or geometry (same formula, charge and spin) is 187.7 kJ/mol. For the total energy, the calculation gives -89768.465 eV. Its spin multiplicity is 1. Its net charge is -1.

Each line ends with the Löwdin charge.
Positions of all 110 atoms, in Å:
Cs  -0.4607  1.0977  -0.2585  1.1329
C  6.8987  0.3037  -0.4513  -0.1102
C  6.5596  -0.2940  -1.6660  -0.1014
C  5.2739  -0.7047  -1.9415  -0.0386
C  4.2044  -0.4754  -1.0901  -0.1641
C  4.5449  0.2389  0.0553  -0.0461
C  5.8530  0.5115  0.4203  -0.1032
C  2.7779  -0.8103  -1.2945  -0.0853
C  2.0993  -1.4517  -0.2854  -0.2543
C  2.6347  -2.0295  0.9613  -0.0567
C  1.6369  -2.5956  1.6297  -0.0092
C  0.4091  -2.4386  0.7019  -0.2478
C  -0.8689  -2.8930  1.0017  -0.1013
C  -1.1526  -3.7713  2.1982  -0.1864
C  -0.9178  -3.2381  3.4694  -0.0404
C  -1.2245  -3.9495  4.6289  -0.0837
C  -1.7171  -5.2325  4.5138  -0.1216
C  -1.9331  -5.7917  3.2733  -0.0939
C  -1.6705  -5.0712  2.1116  -0.0431
C  -1.9446  -2.4566  0.2150  -0.1918
N  -2.0295  -1.3087  -0.4692  0.0397
C  -3.3566  -1.2044  -0.9133  -0.2107
C  -3.7886  0.0779  -1.5348  -0.0497
C  -5.0459  0.7932  -1.1502  -0.1871
C  -5.1521  1.8927  -0.3024  0.0089
C  -6.4091  2.5233  -0.1228  -0.0496
C  -7.5563  1.9658  -0.7272  -0.0991
C  -7.4240  0.8337  -1.5083  -0.1050
C  -6.1869  0.2772  -1.7930  -0.0402
C  -3.0702  0.6608  -2.5160  -0.2512
C  -3.4545  1.8015  -3.4418  0.0383
C  -2.5167  1.8233  -4.4048  0.0066
C  -1.5648  0.7458  -4.0445  -0.2343
N  -1.9213  0.0420  -3.0105  0.1510
C  -0.3359  0.4277  -4.8001  -0.0495
C  0.7630  -0.0768  -4.1612  -0.1900
C  1.8722  -0.8138  -4.7912  0.0061
C  2.6576  -1.1925  -3.7804  0.0061
C  2.1217  -0.5814  -2.5610  -0.2600
N  1.0307  0.0526  -2.7747  0.1087
C  -0.3801  0.4466  -6.2646  -0.2022
C  0.6293  1.1069  -6.9486  -0.0415
C  0.6680  1.0997  -8.3364  -0.0891
C  -0.2602  0.3913  -9.0616  -0.0999
C  -1.2659  -0.3263  -8.3950  -0.0703
C  -1.3372  -0.2598  -7.0092  -0.0114
C  -4.1607  -2.2133  -0.4948  0.0050
C  -3.3111  -3.1065  0.3204  -0.2180
N  0.7553  -1.7602  -0.3797  0.0587
H  7.9197  0.7312  -0.2256  0.1170
H  7.4451  -0.4813  -2.2762  0.0994
H  5.1247  -1.3101  -2.8420  0.0979
H  3.6982  0.5042  0.7192  0.0986
H  6.0355  0.9439  1.4190  0.0991
H  3.6649  -2.0412  1.2955  0.1038
H  1.6393  -3.1442  2.5492  0.0945
H  -0.6170  -2.1978  3.5236  0.1104
H  -1.0285  -3.5163  5.6156  0.1033
H  -1.8865  -5.7939  5.4479  0.1028
H  -2.3197  -6.8143  3.2180  0.1024
H  -1.8829  -5.4805  1.1564  0.0986
H  -4.2094  2.3165  0.1348  0.1110
H  -6.4914  3.4139  0.5198  0.1092
H  -8.5326  2.3911  -0.5606  0.0900
H  -8.3031  0.4495  -1.9553  0.0833
H  -6.0824  -0.5712  -2.4668  0.1202
H  -4.3892  2.3245  -3.3887  0.1084
H  -2.4761  2.4858  -5.2387  0.1004
H  1.8547  -1.1203  -5.8358  0.1167
H  3.4799  -1.8239  -3.8813  0.0785
H  1.3689  1.5820  -6.3681  0.1074
H  1.5049  1.6748  -8.8083  0.1176
H  -0.1714  0.4456  -10.1195  0.0872
H  -1.9552  -0.8304  -9.0366  0.0911
H  -2.1273  -0.7770  -6.4380  0.1306
H  -5.2412  -2.1878  -0.5974  0.1099
H  -3.4256  -4.1850  0.3052  0.1323
O  -2.1919  3.0555  0.7574  -0.2359
C  -1.8978  4.2275  1.0978  -0.6828
O  -2.5997  5.2447  1.0252  -0.0212
C  -0.5970  4.3553  1.8573  -0.1800
C  -0.4851  5.3483  2.8194  0.0184
C  0.4891  5.1231  3.7700  -0.0066
C  1.3253  4.0147  3.7093  -0.1746
C  2.4890  3.9275  4.5807  -0.0451
C  3.4943  3.0909  4.3200  -0.0585
C  3.3576  1.9365  3.3731  -0.2189
C  2.0960  2.0216  2.4198  -0.4223
C  1.1848  3.1731  2.6437  -0.2819
N  0.2194  3.3136  1.7743  0.1035
H  -1.1289  6.2240  2.7650  0.1199
H  0.6575  5.7330  4.6478  0.1074
H  2.5671  4.6347  5.4248  0.1199
H  4.3222  3.0880  4.9957  0.1034
H  4.2534  1.7540  2.8085  0.1088
H  2.3843  2.0480  1.3721  0.0955
O  -4.3416  -3.3464  2.3595  0.0232
N  -3.7398  -2.5792  1.6959  0.0166
S  1.5021  0.4146  3.0329  1.0105
C  2.9551  0.5973  4.1610  -0.6273
N  2.6632  0.8416  5.5410  0.0419
C  2.3029  -0.3466  6.2710  -0.1055
C  2.7150  -1.5693  5.9400  -0.1010
C  3.6563  -1.6278  4.8357  -0.1014
C  3.8542  -0.5625  4.0549  -0.0872
H  2.0624  1.6383  5.6811  0.1152
H  1.7351  -0.1469  7.1614  0.1063
H  2.5160  -2.4482  6.5556  0.1012
H  4.1404  -2.5964  4.7187  0.1063
H  4.4701  -0.6370  3.1479  0.1063

Cartesian forces, eV/Å:
0.3205 0.0189 -0.1461
0.3607 0.6867 -0.0648
1.6769 0.2053 0.6754
0.0905 -1.1529 -1.4452
0.1288 0.8330 0.1144
-0.9554 -0.2376 1.1810
-0.1473 0.8416 1.1737
0.3059 -0.3789 1.1661
-0.9278 -0.2582 -0.3827
0.7689 -0.1597 0.5539
-1.3150 -0.4651 -1.6707
1.1678 0.1556 1.5712
0.3844 -0.6492 0.2389
0.3559 0.2292 -0.2548
-0.5475 0.1715 0.1736
0.6009 0.4727 -0.2188
0.0973 -0.3677 1.2374
-0.2880 -0.5414 -0.4972
0.3433 0.6274 0.9544
-1.0409 0.9467 -0.8839
-0.3746 -1.6787 0.2118
-0.0226 0.5054 1.0440
0.2054 0.8776 -0.0312
-0.8639 -1.1373 -0.5091
0.4667 0.8661 0.1319
0.0890 -0.6403 -0.0980
1.2957 0.4063 0.8279
0.3521 0.2650 -0.3496
0.0327 0.2757 0.8189
-0.5366 0.0746 -1.1173
0.3344 -1.2625 0.8191
-0.0819 -0.5748 1.0689
0.4033 0.0755 -0.3791
0.4422 0.8105 -0.4915
-0.0009 -1.0135 1.1504
-0.1369 0.9047 -0.1918
-0.8970 -0.0583 -0.3017
-0.5558 0.7920 -0.8516
0.8230 -0.7247 -0.2644
-1.0329 0.4043 -0.5302
0.1133 -0.2121 -0.7613
-0.7334 -0.5429 -0.5263
1.4124 0.8705 0.1787
-0.0657 0.0176 0.7936
0.7892 1.0306 -0.1655
-0.6387 -0.3479 0.4881
-0.2923 0.6656 -1.0942
-0.2252 0.3823 0.6981
0.5867 0.3846 -0.2357
-1.1969 -0.9379 -0.3239
-0.7132 -0.2009 -0.5609
0.0654 0.4185 0.2705
0.7645 -0.1624 -0.2406
-0.0770 -0.0439 -0.6063
-0.0528 0.2410 -0.1907
0.1497 -0.0585 0.3002
0.2073 -0.0644 0.0900
-0.1633 -0.0889 -0.4026
-0.0985 0.1381 -0.6758
0.1054 0.3648 -0.1043
-0.0298 -0.4518 -0.6935
-0.9707 -0.2941 -0.2184
0.1401 -0.5057 -0.4263
-0.1079 0.1349 0.0253
-0.7219 -0.5171 -0.4773
-0.1036 0.1489 0.1141
-0.0305 0.3916 0.1622
0.1553 0.1980 -0.4614
0.2578 0.0667 0.3546
1.1524 -0.8878 0.1174
0.8056 0.6892 0.4300
-0.9689 -0.6564 0.1701
-0.2650 -0.3006 -0.7754
-0.5930 -0.5067 0.1829
0.3882 0.1993 -0.5016
0.2394 -0.3756 0.1498
0.0081 0.0282 -0.1975
-0.0990 0.0971 -0.2519
-1.0164 0.0390 -0.2300
0.0369 0.3766 -0.1820
-0.6384 -0.4255 0.1975
0.5795 0.1028 0.0870
0.0862 0.1003 0.6258
0.2279 1.0728 0.4591
0.3794 0.1714 0.2865
-0.4905 -0.2746 0.3045
-1.0147 -0.0058 0.3172
1.3324 -0.0877 0.9145
0.1490 -0.5622 -0.1325
-0.1879 0.0724 -0.5866
0.0283 -0.3913 0.1920
-0.2407 0.5582 -0.1195
-0.0234 -0.2916 -0.5525
0.6074 -0.0348 0.1605
0.5008 -0.0780 -0.2384
-0.0636 -0.3518 -0.1490
-0.6040 -0.7585 0.4397
0.2777 0.7117 -0.0658
-0.8983 0.0090 -0.4029
0.3696 1.4647 -0.4816
-0.3713 -2.4527 0.6537
-0.2182 2.0119 -0.0839
0.5820 0.0818 -0.1667
-0.1631 -0.7448 0.3882
0.5103 -0.7320 -0.9723
-0.1036 -0.0121 0.1869
-0.2354 0.0372 0.1953
-0.0725 0.4231 -0.2195
0.2628 0.3886 -0.3880
-0.1028 0.1240 0.4953

=====

Entry 2:
Molecular formula: C59H42N7O3P2V
Method: DFT, the ωB97M-V functional and the def2-TZVPD basis

The largest force on an atom is 0.0756 hartree/bohr. The frontier orbital gap (alpha / beta) comes out at 6.37 / 6.81 eV. The energy relative to the best compared isomer or geometry (same formula, charge and spin) is 30.8 kJ/mol. For the total energy, the calculation gives -122697.928 eV. Its spin multiplicity is 4. Its net charge is +1. The expectation value of S² is 3.79.

Each line ends with the Löwdin spin population.
Positions of all 114 atoms, in Å:
V  15.5918  11.7052  14.0231  1.7723
C  23.9824  11.5505  24.9923  0.0000
O  24.0668  12.3637  23.7922  0.0000
C  23.1831  12.1412  22.8034  0.0001
C  22.2660  11.0723  22.7755  0.0000
C  21.3898  10.9766  21.7058  0.0001
C  21.4430  11.8706  20.6288  0.0000
C  22.3808  12.9311  20.6853  0.0001
C  23.2496  13.0008  21.7215  0.0000
C  20.5331  11.7324  19.5262  0.0001
N  20.7790  12.0986  18.2927  -0.0010
C  19.5860  11.8533  17.6071  0.0006
C  18.6188  11.4209  18.4678  -0.0021
N  19.2317  11.2738  19.6593  -0.0018
C  17.2401  11.3018  18.1448  0.0025
C  16.1850  10.9460  18.9996  0.0151
C  14.9144  10.8290  18.4108  0.0023
C  14.6985  11.1067  17.0709  0.0181
N  15.6706  11.4739  16.2658  0.0180
C  16.9259  11.5115  16.7824  0.0089
C  17.9526  11.8828  15.8937  0.0204
N  17.5576  12.0079  14.5694  0.0072
C  18.4395  12.2219  13.6402  0.0385
C  19.7461  12.4827  13.9706  -0.0031
C  20.2534  12.3523  15.2572  0.0393
C  19.3005  11.9990  16.2380  0.0027
H  24.6100  11.9977  25.7763  0.0000
H  24.3465  10.5607  24.7333  0.0000
H  22.9642  11.4327  25.3829  0.0000
H  22.2569  10.2932  23.5276  0.0000
H  20.7336  10.1006  21.7158  0.0000
H  22.4173  13.6020  19.8577  0.0000
H  24.0017  13.7921  21.6859  0.0000
H  18.7588  11.0248  20.4996  0.0000
H  16.2176  10.8217  20.1128  0.0007
H  14.1144  10.4620  18.9849  -0.0003
H  13.7251  11.0618  16.6340  0.0020
H  18.1119  12.2503  12.6067  0.0012
H  20.4240  12.7914  13.1643  -0.0010
H  21.3085  12.5003  15.4323  0.0021
O  12.1137  11.7342  14.3053  0.0143
C  11.7195  10.4493  14.2151  0.0017
C  10.3818  10.2177  14.0194  0.0007
C  9.8216  8.9437  14.0550  -0.0002
C  10.6374  7.8656  14.2482  0.0003
C  12.0060  8.0866  14.3451  0.0003
C  12.5812  9.3385  14.3666  0.0057
P  14.3973  9.4494  14.3106  0.0292
C  14.8472  8.5690  15.8742  0.0054
C  16.1994  8.5096  16.2067  0.0034
C  16.6131  7.9909  17.4090  0.0007
C  15.6677  7.5366  18.3247  -0.0007
C  14.3201  7.5162  17.9852  0.0004
C  13.9181  8.0441  16.7811  0.0000
C  14.9589  8.3958  12.9543  0.0026
C  14.1496  7.5667  12.2186  0.0002
C  14.6909  6.7045  11.2459  0.0007
C  16.0489  6.8142  10.9281  -0.0002
C  16.8201  7.6966  11.6613  0.0009
C  16.3256  8.5003  12.6736  0.0096
C  12.0505  12.3911  15.5328  0.0040
C  11.0807  12.1660  16.4747  -0.0001
C  11.1061  12.9234  17.6396  0.0023
C  12.0041  13.9825  17.8318  0.0002
C  12.9172  14.1893  16.8148  0.0019
C  12.9846  13.4182  15.6754  0.0072
P  14.1200  13.7105  14.3145  0.0249
C  15.2927  15.0399  14.6719  0.0102
C  16.0206  14.9787  15.8740  0.0057
C  16.9551  15.9209  16.1653  -0.0003
C  17.1873  17.0051  15.2735  0.0042
C  16.4354  17.1160  14.1340  0.0003
C  15.5120  16.1014  13.7889  0.0052
C  12.8923  14.2882  13.1444  0.0322
C  12.2207  15.4893  13.5155  -0.0076
C  11.1431  15.9644  12.7806  0.0343
C  10.6055  15.1476  11.7918  -0.0067
C  11.2496  13.9345  11.4988  0.0328
C  12.4250  13.5105  12.1037  0.0072
H  9.7295  11.0414  13.9301  0.0000
H  8.7172  8.9110  13.8854  0.0000
H  10.3187  6.8342  14.2068  0.0000
H  12.7281  7.2355  14.4612  0.0000
H  16.9673  8.8241  15.5234  0.0022
H  17.6302  8.0694  17.7037  0.0000
H  16.0222  7.1753  19.3135  0.0000
H  13.6553  7.1789  18.7274  0.0001
H  12.8513  8.1485  16.6686  0.0000
H  13.1166  7.5050  12.4538  0.0000
H  14.0343  6.1005  10.6434  0.0000
H  16.3830  6.1985  10.0453  0.0000
H  17.9189  7.7737  11.4068  0.0001
H  16.8875  9.3250  13.1072  0.0084
H  10.4515  11.3221  16.2769  -0.0001
H  10.2809  12.7989  18.4220  0.0001
H  11.9884  14.6406  18.6980  0.0000
H  13.5817  15.0425  16.9018  0.0002
H  15.8603  14.1436  16.6084  0.0005
H  17.5463  15.7980  17.0245  -0.0001
H  17.9226  17.7554  15.5609  0.0002
H  16.5660  17.9493  13.4940  -0.0001
H  14.8848  16.1923  12.8804  0.0003
H  12.5856  16.0911  14.3560  -0.0009
H  10.6350  16.9191  13.0872  0.0018
H  9.8015  15.5143  11.1962  -0.0012
H  10.8379  13.3496  10.7099  0.0009
H  14.0298  12.2796  11.9681  0.0062
O  15.6112  11.8004  12.4774  -0.0805
N  13.0850  12.3495  11.6961  0.2198
C  12.6956  11.4200  10.8127  0.2888
C  13.7264  10.5790  10.3557  0.0358
N  14.5222  9.8443  9.9625  0.1348
C  11.4666  11.3704  10.1086  0.0389
N  10.5430  11.4742  9.4085  0.1682

Cartesian forces, eV/Å:
-0.8124 -0.4795 3.4860
0.0642 0.0234 -0.4812
-0.1021 -0.0866 1.1244
-0.2350 -1.1496 0.3955
0.3504 0.5890 0.0153
0.1756 -0.2798 -0.2351
0.3839 0.0666 1.4394
-1.1752 -1.7248 -0.6748
0.8560 1.3510 0.0849
-0.7747 0.1786 -0.7007
-0.7133 -0.5332 -0.6494
1.1899 0.2911 0.7691
-0.5365 -0.0733 -0.0549
0.6524 0.2686 0.7479
-0.2708 -0.5413 -0.1391
-1.5815 0.1608 0.0217
1.5882 0.1117 0.5218
0.4900 0.2255 0.3286
0.6961 0.2412 0.4225
-0.6337 0.5019 0.8695
0.5821 0.0088 -2.6921
-0.7225 -0.8894 1.5039
0.2286 0.6736 -0.4872
2.5738 0.3071 -0.1672
-1.4565 -0.0348 -1.1635
0.4565 0.7617 -0.0951
-0.1579 -0.0073 -0.6009
0.1815 -0.2058 0.1801
0.0555 0.3559 -0.2668
-0.0120 0.2406 0.0660
0.0430 0.3766 -0.2776
0.1282 0.4517 -0.3634
-0.1633 -0.2756 0.3746
0.0564 -0.0152 0.5789
0.4763 -0.0358 -1.2471
-0.9700 -0.1471 0.7165
-0.4900 -0.1549 0.0250
-0.1352 0.0375 0.1362
-0.2627 -0.2984 0.3366
-0.0946 0.0117 0.4046
0.9450 0.9757 0.4193
-0.3656 -1.6542 0.4259
-0.3046 -0.7227 0.3157
-1.3309 0.9058 -0.5118
0.7310 -0.8313 -0.3595
0.8115 -1.3234 0.5752
0.1194 1.1172 -0.7178
-0.1730 0.2769 0.6288
-0.1995 -0.3948 -0.2643
-0.0775 -0.4681 -0.3469
-0.9625 0.1570 0.6708
0.5915 -0.5624 0.5081
1.7507 0.3205 0.1732
-0.2248 0.5261 -0.0541
0.3536 0.4314 0.4132
0.6265 -1.4859 -0.4770
0.2744 1.4284 0.1071
-1.2424 -1.0534 -0.6330
2.7550 0.2225 -0.4961
-0.8515 -0.1561 -0.7065
0.5282 0.4982 -1.0310
0.7085 -0.3506 0.2880
-1.7657 0.6403 1.8163
-0.4260 -0.9809 -0.5897
0.5602 1.0543 0.3611
-0.2489 0.2000 0.4955
0.6016 -0.8618 -0.1111
-0.4281 0.7084 0.2035
-0.6029 -1.4184 0.3712
0.3246 1.1830 -1.5532
-0.0171 -0.6435 1.3601
-0.4899 -1.2516 -0.2005
-0.4006 0.2935 0.2105
0.0454 1.4829 0.9060
0.4222 -0.2059 -0.6368
-0.6791 0.5851 0.9992
1.6994 -0.5569 0.2877
-0.9698 0.9349 -0.5896
-0.7263 0.0021 -0.4261
-0.5526 0.9653 -0.2409
1.1368 -0.4330 0.2766
-0.3793 0.0610 0.1667
-1.1135 0.6623 -0.1366
0.0724 0.3661 -0.3514
0.8318 -0.2112 0.0449
-0.4378 0.2421 -0.7666
-1.0635 -0.4046 0.5146
-0.0847 -0.0303 -0.4982
-0.6677 -0.0092 -0.1794
-0.0868 -0.2396 0.0305
0.1679 0.8916 1.2848
-1.3684 0.0191 0.2525
0.2782 -0.4597 0.0562
-0.6899 -0.0724 0.3948
1.3165 -0.1255 -1.2175
-0.1292 -0.3100 -0.1572
0.1184 -0.0821 0.0031
0.0778 0.8153 -0.8952
0.6458 0.1011 1.1017
-0.1735 -0.1183 -0.2385
0.0821 0.6357 -0.6001
0.6000 -0.0585 0.5965
-0.0320 -0.3848 -0.2799
0.6862 -1.0426 -0.4868
-0.6215 -0.1784 -0.2762
-0.2216 -0.0774 -0.3096
1.6259 -0.3046 0.4892
0.3921 0.1770 -3.8652
-1.8054 1.6203 0.3809
-0.2783 -0.5460 -0.9633
-0.0319 -0.7469 -0.2916
0.1433 0.0248 -0.0447
-0.2868 0.4658 -0.6045
0.5593 -0.5367 0.7261